Record 1
C40H74F12O25P2 | ωB97M-V/def2-TZVPD

Last column: Löwdin charge in e.
CARTESIAN COORDINATES (ANGSTROEM)
C (-20.6133, -23.7375, 9.9860)  -0.06
C (-21.5588, -24.7092, 9.3285)  -0.13
O (-21.7801, -24.2188, 7.9479)  0.02
C (-20.7681, -24.2025, 7.1015)  -0.41
O (-19.6355, -24.5605, 7.2336)  0.18
C (-21.3377, -23.6997, 5.7716)  -0.57
F (-20.3658, -23.1605, 5.0567)  0.17
F (-21.8820, -24.6920, 5.0939)  0.20
F (-22.3010, -22.7960, 5.9691)  0.16
H (-19.6391, -24.1113, 9.7196)  0.08
H (-20.6564, -23.6549, 11.0672)  0.09
H (-20.7539, -22.7479, 9.5644)  0.07
H (-22.5148, -24.7511, 9.8101)  0.12
H (-21.1367, -25.7023, 9.2204)  0.13
C (-23.3689, -20.5846, 8.3578)  -0.04
C (-24.4485, -21.1028, 7.4020)  -0.15
O (-25.7293, -21.2010, 8.1287)  0.02
C (-26.4145, -20.0897, 8.3601)  -0.39
O (-26.1572, -18.9503, 8.0477)  0.15
C (-27.6349, -20.5573, 9.1970)  -0.57
F (-28.0531, -21.7357, 8.7249)  0.17
F (-27.2840, -20.7249, 10.4295)  0.20
F (-28.6033, -19.6191, 9.2950)  0.15
H (-23.1540, -21.3651, 9.1189)  0.09
H (-23.8069, -19.7190, 8.8512)  0.08
H (-22.4934, -20.2036, 7.7820)  0.07
H (-24.2430, -22.0790, 7.0395)  0.09
H (-24.6137, -20.4715, 6.4921)  0.13
C (-20.0493, -15.0983, 5.8795)  -0.03
C (-19.8132, -13.5517, 5.7770)  -0.15
O (-19.5381, -13.2502, 4.3759)  0.03
C (-19.4927, -11.9738, 4.0682)  -0.41
O (-19.7621, -11.0454, 4.7724)  0.18
C (-19.2348, -11.8676, 2.5336)  -0.53
F (-19.9812, -12.7725, 1.7780)  0.10
F (-19.5939, -10.6759, 2.0846)  0.18
F (-17.9885, -12.1227, 2.2729)  0.21
H (-19.9194, -15.4050, 6.8737)  0.06
H (-19.2855, -15.5973, 5.3118)  0.06
H (-21.0005, -15.4277, 5.4579)  0.06
H (-18.9854, -13.1737, 6.3825)  0.13
H (-20.7479, -13.1362, 6.1937)  0.13
C (-18.0432, -19.2793, 6.0516)  -0.02
C (-19.0119, -20.4184, 6.2931)  -0.12
O (-19.0048, -20.7948, 7.7405)  0.04
C (-19.5847, -19.8410, 8.4723)  -0.43
O (-20.1283, -18.8822, 8.0496)  0.16
C (-19.3165, -20.0490, 9.9771)  -0.52
F (-20.5158, -20.2019, 10.6043)  0.13
F (-18.6179, -21.1620, 10.2581)  0.15
F (-18.6830, -19.0111, 10.4983)  0.18
H (-18.0859, -18.9260, 5.0451)  0.08
H (-17.0304, -19.5900, 6.2122)  0.07
H (-18.1922, -18.4374, 6.6507)  0.05
H (-18.8289, -21.3293, 5.7889)  0.11
H (-20.0076, -20.1728, 6.1319)  0.08
C (-16.2401, -16.4536, 3.5297)  -0.04
C (-15.2401, -17.4795, 3.0097)  -0.20
O (-15.9235, -18.3183, 2.1223)  0.03
C (-16.0722, -17.9282, 0.8920)  -0.62
O (-15.9200, -16.8357, 0.4552)  0.13
O (-16.5037, -18.9835, 0.1336)  -0.01
C (-16.5313, -18.7012, -1.2607)  -0.05
H (-16.9148, -16.9329, 4.2210)  0.06
H (-16.7132, -16.1024, 2.6501)  0.04
H (-15.6493, -15.6883, 4.0587)  0.09
H (-14.7881, -18.0339, 3.8207)  0.10
H (-14.4429, -16.9730, 2.3899)  0.15
H (-16.8826, -17.6780, -1.3372)  0.08
H (-17.3041, -19.3530, -1.7007)  0.10
H (-15.5920, -18.7568, -1.8098)  0.10
C (-13.6370, -21.9937, 2.7999)  -0.05
C (-14.8957, -21.4649, 3.4777)  -0.16
O (-16.0383, -22.3499, 3.1573)  0.03
C (-16.1958, -23.4139, 3.9162)  -0.61
O (-15.5585, -23.7374, 4.8909)  0.12
O (-17.2509, -24.1414, 3.4481)  -0.03
C (-17.5123, -25.3424, 4.1977)  -0.02
H (-13.6807, -21.8365, 1.7172)  0.08
H (-13.5833, -23.0975, 2.9401)  0.09
H (-12.7707, -21.5434, 3.2767)  0.07
H (-15.1577, -20.4571, 3.0234)  0.13
H (-14.8612, -21.3771, 4.5351)  0.10
H (-16.6683, -25.9612, 4.0749)  0.08
H (-18.4399, -25.6978, 3.7784)  0.10
H (-17.6556, -25.1183, 5.2263)  0.07
C (-15.3033, -17.1942, 9.1082)  -0.03
C (-15.0341, -16.6092, 7.7248)  -0.14
O (-13.6428, -16.9568, 7.4108)  0.07
C (-13.4358, -18.0011, 6.7407)  -0.65
O (-14.3077, -18.7485, 6.2888)  0.05
O (-12.1166, -18.2620, 6.6995)  0.01
C (-11.8402, -19.5942, 6.1984)  -0.02
H (-14.4816, -16.9914, 9.7768)  0.09
H (-15.3701, -18.3010, 9.0045)  0.07
H (-16.2916, -16.9919, 9.4381)  0.07
H (-15.0714, -15.5425, 7.6032)  0.12
H (-15.6990, -17.0075, 6.9469)  0.11
H (-10.7546, -19.6028, 6.0553)  0.10
H (-12.2884, -19.6783, 5.2511)  0.06
H (-12.1839, -20.4280, 6.8530)  0.10
C (-16.1082, -18.6185, 14.6076)  -0.07
C (-15.7101, -18.5862, 13.1392)  -0.25
O (-15.9646, -19.8833, 12.5787)  -0.22
P (-14.9152, -21.0811, 12.6823)  0.39
O (-13.9778, -20.9743, 13.7850)  -0.21
O (-15.9494, -22.3368, 12.5542)  -0.21
C (-17.1215, -22.3593, 13.4525)  -0.24
C (-16.6554, -22.6021, 14.8651)  -0.08
O (-14.1155, -21.1643, 11.3100)  -0.16
C (-14.8584, -21.2180, 10.0542)  -0.25
C (-13.9752, -20.9523, 8.8913)  -0.08
H (-15.8530, -17.6812, 15.1067)  0.08
H (-17.2208, -18.7575, 14.7299)  0.09
H (-15.6302, -19.5299, 15.0205)  0.06
H (-16.2930, -17.8821, 12.5758)  0.11
H (-14.6481, -18.3375, 13.0512)  0.12
H (-17.5627, -21.3784, 13.3118)  0.09
H (-17.7924, -23.1678, 13.0541)  0.13
H (-17.3997, -23.1897, 15.3830)  0.07
H (-15.7845, -23.2970, 14.7978)  0.10
H (-16.3873, -21.6939, 15.4017)  0.07
H (-15.2884, -22.2028, 9.9289)  0.12
H (-15.5952, -20.4236, 10.0726)  0.10
H (-14.5505, -21.0402, 7.9920)  0.07
H (-13.6114, -19.9403, 8.8610)  0.06
H (-13.1607, -21.6770, 8.7738)  0.09
C (-19.3904, -15.8524, 1.6734)  -0.05
C (-20.7128, -16.6215, 1.7495)  -0.21
O (-20.4429, -17.9101, 2.3855)  -0.16
P (-21.6292, -18.7016, 2.9410)  0.33
O (-22.8569, -18.6936, 2.1299)  -0.22
O (-21.8281, -17.8862, 4.3294)  -0.19
C (-22.8867, -18.0825, 5.2267)  -0.29
C (-23.6187, -16.7537, 5.5481)  -0.06
O (-21.0310, -20.0689, 3.4001)  -0.18
C (-21.3481, -21.3180, 2.6417)  -0.22
C (-20.0855, -21.8472, 2.0252)  -0.06
H (-18.6398, -16.4053, 1.0380)  0.09
H (-19.5033, -14.8609, 1.2742)  0.05
H (-18.9749, -15.6522, 2.6678)  0.06
H (-21.4615, -16.0848, 2.3212)  0.11
H (-21.1722, -16.7725, 0.7856)  0.12
H (-23.6511, -18.8120, 4.9093)  0.11
H (-22.4317, -18.4175, 6.1783)  0.10
H (-24.4496, -16.9726, 6.2880)  0.09
H (-22.9626, -15.9535, 5.8533)  0.04
H (-24.1676, -16.3598, 4.6407)  0.09
H (-21.8810, -21.9725, 3.3553)  0.11
H (-22.0919, -20.9670, 1.9151)  0.10
H (-19.3144, -22.1095, 2.7598)  0.06
H (-20.3445, -22.6984, 1.3573)  0.09
H (-19.7249, -21.0058, 1.3338)  0.11

Cartesian forces (eV/Å) of the 3 atoms listed first:
C 0.501 -0.311 -0.012
C 0.484 0.499 -0.771
O -0.287 -0.397 0.922

Summary:
- Total charge: 0
- Highest occupied orbital energy: -10.444 eV
- Calculated total energy: -5330.89741 Eh
- SMILES string: CCOC(=O)C(F)(F)F.CCOC(=O)C(F)(F)F.CCOC(=O)C(F)(F)F.CCOC(=O)C(F)(F)F.CCOP(=O)(OCC)OCC.CCOP(=O)(OCC)OCC.CCOC(=O)OC.CCOC(=O)OC.CCOC(=O)OC
- HOMO-LUMO gap: 10.7 eV
- Multiplicity: 1

---

Record 2
C40H74MgO26S7 | ωB97M-V/def2-TZVPD

Last column: Mulliken spin population.
CARTESIAN COORDINATES (ANGSTROEM)
Mg (-3.4602, -2.2821, 1.4541)  0.05
C (-0.9434, -0.0145, -1.0534)  -0.07
C (-1.6118, -0.6970, -0.0923)  0.25
C (-1.0322, -0.8798, 1.2920)  0.49
O (-1.7115, -1.3418, 2.2916)  0.81
C (0.1546, -0.3665, 1.6594)  -0.04
C (0.8465, 0.5734, 0.8208)  0.00
C (0.3403, 0.6319, -0.7332)  0.00
O (0.8514, 1.4938, -1.4362)  0.01
O (1.7321, 1.2762, 1.2684)  0.00
O (-2.6053, -1.4466, -0.4412)  -0.26
H (-1.5228, 0.1606, -1.9479)  0.00
H (0.4604, -0.6033, 2.6678)  0.00
C (4.5754, -2.8297, 4.7541)  0.00
C (5.1495, -1.9096, 3.6284)  0.00
C (4.2270, -1.1660, 2.6557)  0.00
O (4.4566, 0.1845, 2.6926)  0.00
C (5.3174, 0.4619, 3.6951)  0.00
O (5.5632, 1.6183, 4.0524)  0.00
O (5.7295, -0.7535, 4.4053)  0.00
H (4.2446, -3.7248, 4.2274)  0.00
H (3.7224, -2.3285, 5.2116)  0.00
H (5.2900, -2.9055, 5.5738)  0.00
H (6.0209, -2.4132, 3.2098)  0.00
H (3.1936, -1.1915, 3.0015)  0.00
H (4.2689, -1.5815, 1.6489)  0.00
C (-0.0967, -4.0491, -0.9873)  -0.07
C (1.2264, -4.7329, -0.4221)  -0.01
C (2.0162, -3.6047, 0.1856)  0.00
O (1.8737, -3.8309, 1.5487)  -0.01
C (1.3139, -4.8751, 1.9421)  0.05
O (1.1675, -5.1974, 3.1355)  -0.01
O (0.9512, -5.5413, 0.7132)  -0.01
H (-0.8921, -4.7925, -1.0404)  -0.01
H (0.1497, -3.8485, -2.0300)  0.01
H (-0.5153, -3.2593, -0.3635)  0.08
H (1.7238, -5.2803, -1.2228)  0.00
H (1.6788, -2.5901, -0.0263)  -0.01
H (3.0464, -3.6672, -0.1648)  0.00
C (-3.8902, -0.2469, -3.9461)  0.00
C (-5.0136, -0.3819, -4.9739)  0.00
C (-6.2592, -1.0665, -4.4348)  0.00
O (-7.2820, -0.2286, -4.7773)  0.00
C (-6.8683, 0.9318, -5.1626)  0.00
O (-7.6474, 1.8711, -5.3611)  0.00
O (-5.4880, 0.9046, -5.2655)  0.00
H (-3.0271, -0.2585, -4.6118)  0.00
H (-3.6278, -1.0841, -3.2993)  0.00
H (-3.8508, 0.6435, -3.3187)  0.00
H (-4.6338, -0.7499, -5.9270)  0.00
H (-6.1579, -1.3365, -3.3836)  0.01
H (-6.2651, -1.9785, -5.0317)  0.00
C (-3.5962, 2.7134, -1.1557)  0.00
C (-3.0144, 3.7010, -2.1934)  0.00
C (-1.4214, 3.8672, -2.1997)  0.00
O (-1.2511, 3.9404, -3.5777)  0.00
C (-2.2616, 3.4212, -4.2642)  0.00
O (-2.1748, 3.1544, -5.4408)  0.00
O (-3.3531, 3.2834, -3.5022)  0.00
H (-3.2159, 1.6924, -1.1871)  0.01
H (-4.6818, 2.6355, -1.2155)  0.00
H (-3.2373, 3.0746, -0.1919)  0.00
H (-3.3762, 4.7209, -2.0632)  0.00
H (-0.8914, 2.9500, -1.9427)  0.00
H (-0.9115, 4.6437, -1.6295)  0.00
C (1.8303, 0.1506, 5.1589)  0.00
C (0.5782, -0.7877, 5.4026)  0.02
C (0.5019, -2.2114, 4.8313)  -0.04
O (0.4331, -3.0508, 5.8766)  -0.01
C (0.2699, -2.3796, 7.0863)  0.00
O (0.0914, -2.8831, 8.2110)  0.00
O (0.2455, -0.9626, 6.7940)  0.00
H (2.0080, 0.3558, 4.1033)  0.00
H (2.6931, -0.1900, 5.7315)  0.00
H (1.6216, 1.1361, 5.5752)  0.00
H (-0.2080, -0.1772, 4.9583)  0.00
H (1.2800, -2.5813, 4.1635)  0.00
H (-0.4241, -2.2575, 4.2582)  0.07
C (3.9499, -0.3664, -0.5618)  0.00
S (5.0597, -0.5549, -1.9947)  0.00
O (5.4534, 0.8893, -2.3688)  0.00
C (6.5188, -1.5845, -1.2774)  0.00
H (3.6066, -1.3127, -0.1438)  0.00
H (3.2053, 0.4067, -0.7516)  0.00
H (4.6446, -0.0175, 0.2022)  0.00
H (6.8007, -2.5587, -1.6770)  0.00
H (5.9670, -1.7724, -0.3563)  0.00
H (7.4770, -1.1387, -1.0105)  0.00
C (0.2348, 4.5251, 2.5212)  0.00
S (-0.4515, 3.5297, 3.8537)  0.00
O (-1.2108, 4.5979, 4.7469)  0.00
C (-1.4902, 2.4327, 2.8040)  0.01
H (0.6277, 4.0144, 1.6421)  0.00
H (1.1267, 5.0570, 2.8524)  0.00
H (-0.3760, 5.3476, 2.1492)  0.00
H (-0.8844, 2.2879, 1.9095)  0.00
H (-2.3220, 3.0246, 2.4222)  0.00
H (-1.7513, 1.5464, 3.3824)  0.00
C (3.6795, 3.3041, 0.0048)  0.00
S (5.3849, 2.8441, 0.6132)  0.00
O (6.1469, 3.0009, -0.7033)  0.00
C (5.6880, 4.1966, 1.9267)  0.00
H (3.7514, 4.1207, -0.7137)  0.00
H (2.9732, 3.4170, 0.8272)  0.00
H (3.3620, 2.3941, -0.5044)  0.00
H (5.1384, 4.2309, 2.8674)  0.00
H (5.7909, 5.2716, 1.7794)  0.00
H (6.6737, 3.8912, 2.2776)  0.00
C (0.8764, -0.7358, -4.3519)  0.00
S (2.6355, -1.2666, -4.1617)  0.00
O (2.5060, -2.6019, -3.5220)  0.00
C (3.0570, -1.5027, -5.9681)  0.00
H (0.8256, 0.3490, -4.2578)  0.00
H (0.1888, -1.0363, -3.5613)  0.00
H (0.3116, -1.1001, -5.2101)  0.00
H (2.2445, -2.0783, -6.4115)  0.00
H (3.8690, -2.2128, -6.1240)  0.00
H (3.1635, -0.4858, -6.3458)  0.00
C (3.7183, 5.7162, -3.4013)  0.00
S (4.1714, 3.9422, -4.0983)  0.00
O (5.1372, 3.2958, -3.0678)  0.00
C (2.4423, 3.3287, -3.6975)  0.00
H (2.8594, 6.1739, -3.8921)  0.00
H (4.5420, 6.4301, -3.4089)  0.00
H (3.3841, 5.6751, -2.3647)  0.00
H (2.1041, 3.4094, -2.6645)  0.00
H (2.4096, 2.2628, -3.9228)  0.00
H (1.6703, 3.9582, -4.1401)  0.00
C (-6.3473, -5.3131, 1.0276)  -0.09
S (-6.1101, -3.7154, -0.0030)  -0.29
O (-5.0873, -2.7288, 0.6039)  -0.60
C (-5.1158, -4.3543, -1.3791)  -0.01
H (-6.7806, -4.7949, 1.8831)  0.04
H (-5.4351, -5.7997, 1.3728)  0.05
H (-6.9827, -6.0217, 0.4964)  0.02
H (-5.8686, -5.0425, -1.7635)  0.01
H (-4.2455, -4.9450, -1.0932)  0.03
H (-4.8908, -3.5120, -2.0334)  0.01
C (-6.4374, 0.7182, 3.2807)  -0.04
S (-5.4456, 0.4630, 1.7438)  0.12
O (-4.4574, -0.6439, 1.9343)  0.36
C (-6.9350, -0.0968, 0.7603)  -0.01
H (-6.8756, -0.2210, 3.6183)  0.02
H (-7.1023, 1.5734, 3.4015)  0.00
H (-5.6888, 0.8125, 4.0673)  0.01
H (-6.7580, 0.0761, -0.3012)  -0.01
H (-7.7160, 0.4578, 1.2805)  0.01
H (-7.0349, -1.1316, 1.0881)  0.05

Cartesian forces (eV/Å) of the 3 atoms listed first:
Mg 1.758 0.595 0.088
C 1.916 1.409 0.670
C -0.209 -2.778 -0.684

Summary:
- Total charge: -1
- Highest occupied orbital energy (alpha / beta): -1.966 / -5.746 eV
- Calculated total energy: -6511.84719 Eh
- HOMO-LUMO gap (alpha / beta): 3.2 / 6.8 eV
- Multiplicity: 2
- Expectation value of S²: 0.751

---

Ordered molar mass results: 1244.9, 1219.8; unit g/mol.